[1]
57
Properties=species:S:1:pos:R:3:mulliken_charge:R:1 method="wB97M-V/def2-TZVPD" charge=0 orbital_gap_ev=9.2 e_above_lowest_ev=0.3045 max_force_ha_per_bohr=0.0005 spin_multiplicity=1 smiles="Cc1ccc(CC(=O)NCC(C)(C)NC(=O)[C@H]2CCN3CC[C@H]2C3)c(Cl)c1"
C -1.5453 3.9772 0.3004 -1.4971
C -1.2128 2.8711 1.2625 1.3026
C -2.2050 2.0076 1.7214 -0.8262
C -1.9062 0.9971 2.6188 -0.3132
C -0.6116 0.8018 3.0998 -0.3678
C -0.3058 -0.2744 4.1022 -1.5285
C 0.4505 -1.5004 3.6004 0.8270
O 1.0319 -2.2300 4.3817 -0.6897
N 0.3761 -1.7485 2.2678 0.2620
C 1.0311 -2.8842 1.6630 -1.6908
C 1.9673 -2.4882 0.5135 1.4692
C 3.0541 -1.5490 1.0172 -1.6223
C 2.6003 -3.7605 -0.0498 -1.9231
N 1.1170 -1.8989 -0.5386 0.1778
C 1.2311 -0.7288 -1.2303 -0.1052
O 2.0382 0.1445 -0.9771 -0.6592
C 0.2589 -0.6123 -2.4164 -0.0721
C -1.2036 -0.9798 -2.1036 -1.1739
C -1.9416 0.1717 -1.4133 0.2646
N -1.7361 1.4732 -2.0577 -0.0054
C -1.9992 1.4037 -3.5054 -0.7066
C -0.6760 0.9419 -4.1856 -1.1150
C 0.3094 0.8025 -3.0114 0.2553
C -0.3023 1.7868 -2.0103 -1.0751
C 0.3690 1.6646 2.6210 1.0857
Cl 2.0064 1.4941 3.1824 -0.2098
C 0.0841 2.6790 1.7196 -0.6718
H -2.0163 3.5657 -0.5940 0.2455
H -2.2378 4.6874 0.7558 0.4414
H -0.6501 4.5224 0.0030 0.3105
H -3.2228 2.1302 1.3701 0.3565
H -2.6950 0.3433 2.9733 0.3549
H 0.2871 0.1150 4.9290 0.3999
H -1.2384 -0.6497 4.5290 0.3938
H -0.0680 -1.0688 1.6706 0.0615
H 1.5952 -3.3838 2.4490 0.6002
H 0.2844 -3.5943 1.2867 0.3611
H 3.5869 -2.0608 1.8211 0.4615
H 3.7569 -1.2986 0.2260 0.4678
H 2.6474 -0.6207 1.4063 0.1473
H 3.1957 -4.2605 0.7150 0.4434
H 1.8371 -4.4623 -0.3968 0.4175
H 3.2504 -3.5152 -0.8899 0.3879
H 0.4607 -2.5577 -0.9275 0.4633
H 0.6367 -1.3205 -3.1642 0.4020
H -1.7051 -1.2168 -3.0449 0.3905
H -1.2916 -1.8817 -1.4935 0.6824
H -3.0126 -0.0419 -1.3812 0.5063
H -1.6047 0.2705 -0.3771 -0.7789
H -2.8412 0.7400 -3.7051 0.3452
H -2.2778 2.3989 -3.8552 0.3413
H -0.7935 0.0132 -4.7469 0.3526
H -0.3224 1.7002 -4.8847 0.3407
H 1.3324 1.0548 -3.2814 0.8135
H -0.1496 2.8174 -2.3446 0.3534
H 0.0895 1.6915 -0.9999 0.1988
H 0.8865 3.3210 1.3796 0.3468



[2]
100
Properties=species:S:1:pos:R:3:mulliken_charge:R:1 method="wB97M-V/def2-TZVPD" charge=-1 orbital_gap_ev=8.9 e_above_lowest_ev=0.0000 max_force_ha_per_bohr=0.0497 spin_multiplicity=1
P 1.8575 -0.6527 -0.3952 1.6049
F 1.7495 0.6298 -1.4000 -0.4985
F 1.1429 -1.5825 -1.5649 -0.3591
F 3.2813 -1.0626 -1.0927 -0.4230
F 1.9549 -1.8855 0.6430 -0.3968
F 2.6403 0.2777 0.6480 -0.3781
F 0.3969 -0.2974 0.1447 -0.4702
C -3.0739 0.5308 0.0076 -0.4155
O -3.4934 -0.1447 1.2069 -0.4526
C -2.3069 -0.4350 1.9067 0.3482
C -2.4998 -1.6304 2.8503 -0.7651
O -3.0662 -2.7559 2.2173 -0.5507
C -2.2112 -3.3623 1.2221 0.0465
C -2.7639 -3.1033 -0.1345 -0.3038
O -3.7780 -4.0599 -0.4217 -0.3779
C -4.5138 -3.7856 -1.5884 -0.7444
H -2.3939 -0.0500 -0.6128 0.2101
H -2.7119 1.4756 0.4124 0.0170
H -3.9380 0.8180 -0.5960 0.3411
H -1.7795 0.3736 2.4257 0.3433
H -1.5615 -0.7960 1.1867 -0.2141
H -3.1743 -1.3685 3.6677 0.5003
H -1.5256 -1.9439 3.2462 0.2647
H -2.4261 -4.4061 1.4853 -0.0212
H -1.1570 -3.2129 1.4580 0.6097
H -2.0230 -3.1287 -0.9480 0.2204
H -3.1708 -2.0981 -0.2923 0.1679
H -4.4873 -2.7304 -1.8632 0.3023
H -5.5422 -4.1234 -1.4414 0.2506
H -4.1414 -4.4266 -2.3975 0.2444
C -1.6104 8.1022 -2.5749 -0.7917
O -0.6654 7.0703 -2.6942 -0.3314
C -0.5443 6.2739 -1.5243 -0.8411
C 0.5154 5.2333 -1.7706 -0.1812
O 0.0689 4.2444 -2.6563 -0.1961
C 1.0444 3.2178 -2.8042 -0.1345
C 0.6575 2.0935 -3.7667 -0.5036
O 0.1480 2.4177 -5.0309 -0.4439
C -1.1503 2.9551 -5.0908 -0.5610
H -2.6275 7.6913 -2.6353 0.3047
H -1.4213 8.8303 -3.3583 0.2506
H -1.5608 8.5848 -1.5897 0.3139
H -1.5269 5.7881 -1.4064 0.3329
H -0.4146 6.8532 -0.6043 0.4838
H 0.8547 4.8254 -0.8116 0.1841
H 1.3861 5.7299 -2.2199 0.3186
H 1.3849 2.7509 -1.8840 0.1944
H 1.8317 3.7147 -3.3880 0.2679
H 0.1273 1.3238 -3.1868 0.3979
H 1.5905 1.5987 -4.0499 0.1579
H -1.4492 3.4090 -4.1403 0.1477
H -1.8946 2.1673 -5.2586 0.2836
H -1.2268 3.7487 -5.8318 0.2620
C -2.8999 -4.9460 5.0162 -0.2971
O -1.5897 -5.1046 5.5262 -0.4604
C -0.5730 -5.2020 4.5571 0.0486
C -0.7615 -6.4731 3.7036 -0.4422
O 0.4520 -7.0729 3.2881 -0.4382
C 0.5190 -7.0966 1.8835 -0.7623
C 0.6963 -5.7396 1.2302 1.2532
O 0.7764 -5.9286 -0.1563 -0.4661
C 0.5252 -4.7895 -0.9380 -0.2830
H -2.9590 -4.1473 4.2676 -0.0461
H -3.5676 -4.6532 5.8214 0.2871
H -3.2078 -5.8868 4.5556 0.2632
H 0.3878 -5.2637 5.0626 0.4020
H -0.5993 -4.3476 3.8739 -0.1354
H -1.4366 -6.1565 2.8971 0.2179
H -1.3970 -7.2088 4.2082 0.4063
H -0.3254 -7.5795 1.3810 0.3709
H 1.4048 -7.6700 1.5998 0.3518
H 1.5161 -5.1706 1.6930 0.3020
H -0.1256 -5.0393 1.4326 -1.0793
H 0.8126 -4.9954 -1.9677 0.3657
H 1.0719 -3.9058 -0.5895 0.1543
H -0.5453 -4.5551 -0.9226 0.0361
C 4.4670 2.4311 -1.0332 0.8334
O 4.3234 3.2604 -0.1504 -0.6977
N 5.6471 2.1382 -1.6063 0.0874
C 5.7514 1.2497 -2.7409 -0.8745
C 6.8850 2.5708 -1.0234 -1.0570
H 3.6704 1.9783 -1.6430 -0.1586
H 6.2222 1.6798 -3.6228 0.3212
H 4.7749 0.8544 -3.0296 0.1959
H 6.2512 0.3319 -2.4123 0.3505
H 7.5567 1.7252 -0.8299 0.3368
H 7.3842 3.2810 -1.6905 0.3110
H 6.7885 3.0239 -0.0411 0.3051
C 1.4281 2.6311 1.7946 0.0673
O 2.5395 3.0651 1.9966 -0.6108
N 0.3906 3.5194 1.7348 0.1616
C 0.5885 4.8386 2.2940 -1.0774
C -0.9153 3.3260 1.1379 -0.7640
H 1.2291 1.5736 1.6101 0.4397
H 1.2876 4.8990 3.1220 0.2996
H -0.3605 5.2147 2.6910 0.3988
H 0.9031 5.4976 1.4763 0.2527
H -0.9451 2.5232 0.4099 0.0147
H -1.7105 3.4057 1.8870 0.4710
H -1.1323 4.2262 0.5436 0.3281



[3]
67
Properties=species:S:1:pos:R:3:mulliken_charge:R:1 method="wB97M-V/def2-TZVPD" charge=0 orbital_gap_ev=9.7 e_above_lowest_ev=0.0000 max_force_ha_per_bohr=0.0623 spin_multiplicity=1
C 0.3161 0.1212 -0.5822 0.1184
C -1.1604 0.3011 -0.6372 0.0907
O -1.5847 0.5424 0.6979 -0.4296
O 1.0539 1.2837 -0.0587 -0.4014
H 0.8450 -0.0564 -1.5187 0.3125
H 0.5131 -0.7327 0.0660 -0.1710
H -1.7780 -0.5493 -0.9259 0.1310
H -1.3733 1.1191 -1.3254 0.1614
H -2.4319 0.1528 0.9259 0.2563
H 1.9917 1.0905 -0.1285 0.1711
C 0.7635 0.3395 3.4452 -0.1406
C 1.7848 -0.2923 4.4888 -0.4978
O 0.9539 -1.2031 5.1798 -0.5743
O 0.1597 -0.6281 2.5087 -0.2529
H 1.1976 1.0764 2.7695 0.2066
H -0.0292 0.8702 3.9725 0.2972
H 2.1883 0.5509 5.0494 0.3644
H 2.7371 -0.6559 4.1027 0.2384
H 0.4374 -1.6621 4.5134 0.3329
H -0.2604 -0.1340 1.8009 0.0236
C -0.2693 -4.2588 2.2868 -0.2286
C 0.2030 -3.5043 1.0846 -0.1016
O 1.5472 -3.1664 1.2606 -0.6526
O 0.4012 -5.4613 2.4985 -0.5299
H -1.3160 -4.5077 2.1117 0.2727
H -0.2170 -3.7182 3.2318 0.1373
H -0.5553 -2.7946 0.7536 -0.0293
H 0.2053 -4.2382 0.2786 0.4011
H 1.5037 -2.4609 1.9102 0.3591
H 1.2616 -5.2428 2.1329 0.3427
C -0.3747 4.3400 -2.6198 -0.0010
C 0.6767 5.3810 -2.6385 -0.4634
O 1.9500 4.9429 -2.1639 -0.4856
O 0.0104 3.2136 -3.4416 -0.4204
H -1.2690 4.8763 -2.9373 0.3384
H -0.4586 3.9060 -1.6235 -0.0432
H 0.2902 6.1131 -1.9294 0.3044
H 0.7249 5.9530 -3.5651 0.2758
H 2.2539 4.1574 -2.6247 0.3024
H 0.9169 2.9479 -3.2706 0.2151
O 2.5123 -2.3341 -1.4155 -0.5659
H 3.1506 -2.8712 -1.8849 0.2501
H 2.8113 -2.3458 -0.5062 0.2746
O -2.1001 -2.6229 -3.2846 -0.7068
H -1.6437 -1.9433 -3.7809 0.3709
H -2.9396 -2.2267 -3.0512 0.3051
O -0.7248 3.0540 1.5922 -0.6793
H -0.6405 2.2945 1.0158 0.3284
H -0.1686 3.7222 1.1916 0.2391
O -3.2509 3.0011 2.3930 -0.6410
H -2.3377 3.2872 2.3726 0.3671
H -3.2047 2.0466 2.3383 0.2779
O -0.9657 -0.4629 -4.5368 -0.7293
H -0.0964 -0.5483 -4.1453 0.4241
H -0.8387 0.1325 -5.2754 0.2967
O 1.5065 -1.0125 -3.7687 -0.6413
H 1.7167 -1.5642 -3.0152 0.2877
H 2.3366 -0.5961 -4.0003 0.2829
O -3.8346 -1.0737 0.6261 -0.6571
H -4.0345 -1.3655 1.5155 0.3214
H -3.5910 -1.8735 0.1601 0.3287
O 3.5272 2.4172 1.3352 -0.5920
H 3.2648 3.2786 1.6596 0.3039
H 3.7955 2.5732 0.4297 0.3005
O -2.8944 -3.4368 -0.7700 -0.6573
H -2.6815 -4.3656 -0.6794 0.3127
H -2.4835 -3.1757 -1.5942 0.3677



[4]
19
Properties=species:S:1:pos:R:3:mulliken_charge:R:1 method="wB97M-V/def2-TZVPD" charge=0 orbital_gap_ev=9.7 e_above_lowest_ev=6.3633 max_force_ha_per_bohr=0.1035 spin_multiplicity=1 smiles=CN[C@]12CCO[C@@H]1C2
C -0.7686 1.3735 1.8547 -0.9898
N 0.0354 0.8906 0.8435 -0.3944
C -0.3224 -0.4458 0.2831 0.6146
C 0.8887 -1.3138 0.4167 -0.7731
C 1.6500 -0.4556 -0.6571 -0.4713
O 0.7756 0.2156 -1.5090 -0.4594
C -0.5475 -0.3645 -1.2099 -0.1346
C -1.7617 -0.1861 -0.3615 -0.6542
H -0.4160 2.4071 2.0099 0.3764
H -1.9224 1.2680 1.7708 0.3279
H -0.5043 1.0347 2.9963 0.2138
H 0.0153 1.5084 0.1229 0.2621
H 1.4526 -1.3271 1.3993 0.2453
H 0.8734 -2.3426 -0.0020 0.2972
H 2.2196 0.3526 -0.2645 0.3580
H 2.1749 -1.1563 -1.3331 0.3445
H -0.6417 -1.3169 -1.8427 0.2780
H -2.0259 0.8340 -0.0153 0.2430
H -2.5094 -0.8673 -0.6294 0.3159



[5]
28
Properties=species:S:1:pos:R:3:mulliken_charge:R:1 method="wB97M-V/def2-TZVPD" charge=+1 orbital_gap_ev=10.0 e_above_lowest_ev=1.5006 max_force_ha_per_bohr=0.0842 spin_multiplicity=1
C 1.8483 -0.8464 -0.0591 -0.1276
C 1.8163 1.5902 0.5093 -1.1499
C -3.1702 0.8841 -1.2692 -1.2719
C -2.6544 0.6769 1.2088 -1.1049
C 2.4984 0.2597 0.8106 0.4584
C -2.0607 0.6573 -0.2580 0.4392
N -0.6222 -2.8414 -1.0833 -0.3577
N 3.9225 0.2772 0.3798 -0.7389
O 2.5883 -1.4699 -0.8033 -0.3345
O -0.6114 -2.1297 1.4181 -0.5836
O -1.5918 -0.6575 -0.4794 -0.0950
P -0.5986 -1.7226 0.0576 0.7032
H 1.8916 1.6305 -0.6280 0.3536
H 0.7115 1.5422 0.8698 0.1376
H 2.4672 2.3867 0.9465 0.3993
H -2.9061 1.5500 -2.1853 0.2984
H -3.6005 -0.0362 -1.6834 0.3475
H -4.1209 1.3701 -0.8158 0.3237
H -2.8115 1.7954 1.4012 0.3781
H -1.8064 0.1951 1.8612 0.3095
H -3.5459 -0.0148 1.1606 0.3772
H 2.3522 0.0739 1.8556 0.4575
H -1.3028 1.3295 -0.3747 0.2679
H -0.4138 -3.8894 -1.0222 0.2929
H -0.6067 -2.5333 -2.0546 0.2596
H 4.0570 1.0088 -0.3482 0.2498
H 3.6111 -1.3967 -0.5754 0.4690
H 4.6595 0.3103 1.1608 0.2417



[6]
46
Properties=species:S:1:pos:R:3:mulliken_charge:R:1 method="wB97M-V/def2-TZVPD" charge=-1 orbital_gap_ev=9.9 e_above_lowest_ev=1.4304 max_force_ha_per_bohr=0.0991 spin_multiplicity=1
O -5.5745 -9.2146 -13.7852 -0.7805
C -5.7838 -9.5603 -12.6305 0.5364
O -6.9672 -9.9865 -12.1435 -0.4907
B -6.7670 -10.2426 -10.6708 0.7645
O -5.3646 -10.1703 -10.4365 -0.5977
C -4.6913 -9.8693 -11.5871 0.7970
O -3.4692 -9.8861 -11.7969 -0.7623
O -7.2805 -11.6052 -10.2682 0.3678
C -8.2055 -11.4893 -9.3301 0.4404
O -8.8273 -12.4584 -8.8127 -0.8699
C -8.4390 -9.9500 -9.0314 0.4857
O -7.5755 -9.2922 -9.8104 -0.6015
O -9.1981 -9.4900 -8.1765 -0.6724
O -7.1066 -14.0224 -11.7794 -0.6661
H -7.4336 -13.4254 -12.4524 0.2799
H -6.9623 -13.4657 -11.0143 0.3788
O -10.3663 -14.2746 -7.5511 -0.6741
H -9.7294 -14.8402 -7.1144 0.2650
H -9.8369 -13.6963 -8.1002 0.6075
O -2.3876 -7.0103 -11.8906 -0.6421
H -2.9341 -7.6122 -12.3958 0.3004
H -2.9329 -6.2325 -11.7726 0.3171
O -10.9462 -7.0158 -9.3861 -0.6383
H -11.8912 -7.1668 -9.3658 0.2923
H -10.5673 -7.8174 -9.0256 0.3476
O -3.7643 -10.5034 -15.2924 -0.5932
H -4.3031 -9.7755 -14.9823 0.3865
H -3.1000 -10.0918 -15.8452 0.2996
O -5.0904 -5.7969 -12.9197 -0.5808
H -5.2815 -4.9655 -13.3540 0.2771
H -5.4403 -6.4628 -13.5116 0.3002
O -2.1225 -12.1593 -11.2699 -0.6544
H -2.6647 -12.6776 -11.8645 0.2957
H -2.3673 -11.2519 -11.4513 0.4225
O -5.7364 -13.7193 -8.8705 -0.5414
H -4.8412 -13.5068 -8.6065 0.2877
H -6.0851 -14.2346 -8.1431 0.2652
O -9.8127 -9.7149 -5.1889 -0.6180
H -9.3812 -9.4826 -6.0112 0.3557
H -9.2365 -9.3663 -4.5087 0.2960
O -8.4839 -11.7722 -14.0499 -0.6613
H -8.3306 -11.2032 -13.2956 0.3697
H -7.6547 -12.2337 -14.1748 0.3038
O -1.9078 -8.8317 -9.4480 -0.6231
H -2.2499 -8.5933 -10.3097 0.3446
H -2.3550 -8.2421 -8.8408 0.2831



Repeat the fifth record exactly.
28
Properties=species:S:1:pos:R:3:mulliken_charge:R:1 method="wB97M-V/def2-TZVPD" charge=+1 orbital_gap_ev=10.0 e_above_lowest_ev=1.5006 max_force_ha_per_bohr=0.0842 spin_multiplicity=1
C 1.8483 -0.8464 -0.0591 -0.1276
C 1.8163 1.5902 0.5093 -1.1499
C -3.1702 0.8841 -1.2692 -1.2719
C -2.6544 0.6769 1.2088 -1.1049
C 2.4984 0.2597 0.8106 0.4584
C -2.0607 0.6573 -0.2580 0.4392
N -0.6222 -2.8414 -1.0833 -0.3577
N 3.9225 0.2772 0.3798 -0.7389
O 2.5883 -1.4699 -0.8033 -0.3345
O -0.6114 -2.1297 1.4181 -0.5836
O -1.5918 -0.6575 -0.4794 -0.0950
P -0.5986 -1.7226 0.0576 0.7032
H 1.8916 1.6305 -0.6280 0.3536
H 0.7115 1.5422 0.8698 0.1376
H 2.4672 2.3867 0.9465 0.3993
H -2.9061 1.5500 -2.1853 0.2984
H -3.6005 -0.0362 -1.6834 0.3475
H -4.1209 1.3701 -0.8158 0.3237
H -2.8115 1.7954 1.4012 0.3781
H -1.8064 0.1951 1.8612 0.3095
H -3.5459 -0.0148 1.1606 0.3772
H 2.3522 0.0739 1.8556 0.4575
H -1.3028 1.3295 -0.3747 0.2679
H -0.4138 -3.8894 -1.0222 0.2929
H -0.6067 -2.5333 -2.0546 0.2596
H 4.0570 1.0088 -0.3482 0.2498
H 3.6111 -1.3967 -0.5754 0.4690
H 4.6595 0.3103 1.1608 0.2417